(1)
ORCA calculation (wB97M-V/def2-TZVPD) on a 7-piece molecular cluster, C26H27F3N4 overall.

Last column: Löwdin charge in e.
Atoms and positions in Å:
F1 -10.89311 -13.96353 -10.01155  0.15
C1 -10.55861 -14.63764 -8.87523  -0.15
C2 -10.26121 -16.01876 -9.05449  0.09
C3 -9.85264 -16.84739 -7.93645  0.02
C4 -9.83453 -16.19807 -6.64972  0.06
C5 -10.22976 -14.84341 -6.52907  0.04
C6 -10.65378 -14.10732 -7.61863  0.02
H1 -10.24954 -16.41923 -10.05743  0.14
H2 -9.91222 -17.92323 -8.01013  0.11
H3 -9.58197 -16.84227 -5.82049  0.10
H4 -10.29963 -14.35262 -5.56956  0.13
H5 -11.05759 -13.11738 -7.46583  0.10
F2 -4.62780 -17.36076 -6.22874  0.08
C7 -5.12515 -16.48636 -7.09394  -0.31
C8 -4.30825 -15.41224 -7.40069  0.02
C9 -4.70520 -14.52968 -8.45897  -0.07
C10 -5.82811 -14.78015 -9.23762  -0.07
C11 -6.61177 -15.95773 -8.86981  -0.08
C12 -6.28372 -16.76080 -7.79230  -0.03
H6 -3.46093 -15.22735 -6.75704  0.12
H7 -4.09314 -13.69371 -8.76382  0.10
H8 -5.80703 -14.31684 -10.21297  0.10
H9 -7.35145 -16.24556 -9.60222  0.09
H10 -6.89383 -17.62769 -7.58574  0.11
F3 -8.81847 -20.33792 -6.63604  0.04
C13 -8.97262 -21.36335 -5.78755  -0.28
C14 -8.25069 -21.37749 -4.58473  -0.05
C15 -8.36367 -22.50387 -3.79802  -0.08
C16 -9.09394 -23.61304 -4.20097  -0.09
C17 -9.81310 -23.57973 -5.34825  -0.08
C18 -9.78929 -22.45004 -6.15039  0.00
H11 -7.59936 -20.54615 -4.35876  0.11
H12 -7.74722 -22.45965 -2.91233  0.11
H13 -9.07203 -24.51740 -3.61101  0.11
H14 -10.41150 -24.45084 -5.57074  0.12
H15 -10.39973 -22.41368 -7.04058  0.11
C19 -12.40826 -19.87106 -6.81060  -0.10
C20 -12.50149 -20.46714 -8.18129  -0.25
N1 -12.59996 -20.87096 -9.29576  0.11
H16 -12.69138 -20.64147 -6.09337  0.08
H17 -13.04233 -18.98820 -6.72935  0.08
H18 -11.43730 -19.43905 -6.56830  0.02
C21 -9.36524 -19.18288 -2.22604  -0.03
C22 -10.24042 -18.72265 -3.39043  -0.20
N2 -10.95346 -18.39978 -4.27599  0.13
H19 -9.00760 -18.22922 -1.83783  0.08
H20 -8.54274 -19.83447 -2.52103  0.05
H21 -10.04409 -19.55337 -1.45794  0.09
C23 -7.97337 -11.49475 -6.33109  -0.07
C24 -8.23187 -11.88073 -4.90675  -0.29
N3 -8.50022 -12.09797 -3.82103  0.12
H22 -8.67893 -12.08523 -6.91557  0.04
H23 -6.92604 -11.74007 -6.50722  0.07
H24 -8.01715 -10.40963 -6.42436  0.08
C25 -12.54618 -8.45374 -6.91749  -0.05
C26 -11.82631 -9.73452 -6.79669  -0.24
N4 -11.23316 -10.71768 -6.72288  0.14
H25 -12.43519 -7.66363 -6.17486  0.09
H26 -13.55387 -8.81533 -6.71281  0.08
H27 -12.45898 -7.99211 -7.90105  0.09

Computed properties:
- Spin multiplicity: 2
- Orbital gap (alpha / beta): 7.55 / 3.36 eV
- Total charge: +1


(2)
ORCA calculation (wB97M-V/def2-TZVPD) on C26H27F4N5OTl as an isolated structure.

Last column: Löwdin charge in e.
Atoms and positions in Å:
Tl1 -1.63332 0.01583 -0.19799  0.94
C1 3.36228 -1.04447 0.69281  -0.07
C2 1.95808 -0.71627 0.15741  -0.25
N1 0.88158 -0.58277 1.13631  -0.21
C3 1.13308 0.45773 2.12891  -0.25
C4 1.21168 1.84223 1.49621  -0.07
C5 0.57977 -1.87517 1.74261  -0.20
C6 -0.65002 -1.93087 2.67281  -0.25
N2 -1.58542 -0.86937 2.43271  -0.08
C7 -2.72572 -0.82477 3.07631  -0.24
C8 -3.49542 0.38463 3.01691  -0.17
F1 -3.02242 1.38943 2.22221  -0.01
C9 -4.64353 0.58763 3.73241  -0.24
F2 -5.28012 1.78763 3.66931  0.05
C10 -5.19542 -0.39747 4.54451  0.01
C11 -4.53443 -1.61437 4.56031  -0.24
F3 -5.09382 -2.63597 5.26851  0.05
C12 -3.35612 -1.82997 3.88721  -0.13
F4 -2.81042 -3.08797 3.97831  0.02
H1 4.02138 -1.25067 -0.14769  0.07
H2 3.34868 -1.92827 1.32711  0.06
H3 3.79278 -0.22117 1.25771  0.06
H4 1.66398 -1.51097 -0.53179  0.09
H5 2.00178 0.21033 -0.41729  0.09
H6 2.05208 0.25273 2.70821  0.11
H7 0.28268 0.44533 2.81131  0.10
H8 2.06578 1.93963 0.82781  0.07
H9 1.30138 2.59593 2.27671  0.08
H10 0.29848 2.02833 0.93101  0.05
H11 1.43158 -2.25577 2.33041  0.11
H12 0.42148 -2.56297 0.90981  0.09
H13 -0.30972 -1.87707 3.72091  0.11
H14 -1.08412 -2.93127 2.54181  0.10
H15 -6.08422 -0.22717 5.12051  0.11
C13 1.67727 -0.95967 -3.94309  -0.04
C14 0.62338 -1.00127 -2.86499  -0.31
N3 0.21347 0.06523 -2.25339  -0.01
N4 0.73558 1.25513 -2.58699  0.04
C15 0.10288 2.31063 -2.05929  -0.51
O1 -0.96842 2.30883 -1.42499  -0.17
C16 0.75198 3.62993 -2.33759  -0.14
C17 1.91608 3.77883 -3.08459  -0.04
C18 2.45518 5.03973 -3.27999  -0.10
C19 1.84828 6.15833 -2.72839  -0.11
C20 0.67818 6.01793 -1.99869  -0.09
C21 0.13818 4.76173 -1.80299  -0.03
C22 0.09528 -2.28437 -2.44429  -0.24
C23 0.51478 -3.49607 -3.03269  -0.02
C24 0.04658 -4.69457 -2.53379  -0.08
C25 -0.83092 -4.68767 -1.45619  -0.07
C26 -1.22432 -3.45437 -0.95979  -0.16
N5 -0.78982 -2.30377 -1.43479  0.03
H16 1.99768 0.07453 -4.03229  0.05
H17 1.27928 -1.29437 -4.90069  0.08
H18 2.53358 -1.57747 -3.67019  0.08
H19 2.38028 2.90453 -3.51569  0.10
H20 3.35268 5.16153 -3.87279  0.09
H21 2.28588 7.13943 -2.86969  0.09
H22 0.19208 6.89273 -1.58469  0.10
H23 -0.77462 4.61593 -1.24179  0.11
H24 1.19518 -3.50077 -3.87069  0.10
H25 0.37718 -5.63467 -2.95809  0.10
H26 -1.19782 -5.60427 -1.01689  0.10
H27 -1.90902 -3.38457 -0.12459  0.11

Computed properties:
- Orbital gap: 5.96 eV
- Total charge: -1


(3)
ORCA calculation (wB97M-V/def2-TZVPD) on C26H27IrN3O7P3S2 as an isolated structure.

Last column: Löwdin charge in e.
Atoms and positions in Å:
Ir1 -0.54266 0.38661 0.30653  0.76
C1 1.02311 2.80829 3.92002  -0.13
C2 0.60491 2.29426 2.56786  -0.76
S1 -0.16508 0.76676 2.55891  0.68
C3 0.83419 2.99875 1.41402  -0.73
C4 1.50719 4.34295 1.37001  -0.12
S2 0.31000 2.38316 -0.08631  0.72
H1 0.73146 2.10482 4.69752  0.06
H2 0.55879 3.77152 4.14402  0.08
H3 2.10680 2.93402 3.97457  0.08
H4 1.63539 4.75394 2.37031  0.06
H5 0.92402 5.05516 0.78313  0.07
H6 2.49407 4.27076 0.90776  0.08
C5 3.14556 -2.59776 -1.22483  -0.07
C6 3.08855 -2.33135 0.26762  -0.60
O1 4.01507 -3.18866 0.93787  -0.05
P1 3.47902 -0.58477 0.62652  0.43
O2 5.01359 -0.34376 0.21011  -0.11
O3 3.54017 -0.50153 2.20250  -0.13
O4 2.55129 0.29797 -0.09379  -0.33
P2 1.41806 -2.57640 1.02495  0.34
O5 1.06642 -4.09407 0.61376  -0.12
O6 1.73516 -2.44724 2.48517  -0.31
O7 0.33306 -1.73576 0.40432  -0.44
H7 4.16646 -2.47511 -1.59083  0.08
H8 2.49304 -1.89978 -1.75065  0.07
H9 2.81809 -3.61890 -1.42222  0.08
H10 3.67275 -3.30759 1.83675  0.08
H11 5.05182 0.45050 -0.33507  0.08
H12 2.80487 -1.06924 2.56893  0.04
H13 0.13447 -4.13942 0.35339  0.06
C7 -2.69577 -4.23342 -2.37265  -0.09
C8 -1.33600 -4.00409 -2.53507  -0.08
C9 -0.83409 -2.71568 -2.43686  -0.10
C10 -1.69027 -1.64612 -2.18230  -0.36
C11 -3.05320 -1.88065 -2.03147  -0.08
C12 -3.55236 -3.17250 -2.12225  -0.10
P3 -0.96210 0.00019 -1.96852  0.97
C13 -0.20208 0.42098 -3.55083  -0.32
C14 -0.80818 0.03870 -4.74460  -0.08
C15 -0.26560 0.44929 -5.95228  -0.09
C16 0.88072 1.23312 -5.97125  -0.09
C17 1.49085 1.60614 -4.78195  -0.08
C18 0.95109 1.20095 -3.56987  -0.08
C19 -2.36528 1.09523 -1.68510  -0.40
C20 -3.33385 1.72687 -2.45366  -0.08
C21 -4.29774 2.46805 -1.78773  -0.10
C22 -4.27075 2.55880 -0.39277  -0.09
C23 -3.26202 1.97108 0.35899  -0.08
C24 -2.26745 1.27111 -0.31352  -0.43
H14 -3.08817 -5.24087 -2.42260  0.10
H15 -0.66074 -4.83025 -2.72118  0.10
H16 0.23196 -2.54643 -2.54061  0.10
H17 -3.72298 -1.05976 -1.80990  0.11
H18 -4.60716 -3.35321 -1.96804  0.10
H19 -1.69457 -0.58398 -4.72375  0.11
H20 -0.73747 0.15427 -6.88087  0.10
H21 1.30181 1.54933 -6.91731  0.10
H22 2.38852 2.21062 -4.79613  0.10
H23 1.41756 1.48633 -2.63294  0.07
H24 -3.34822 1.61833 -3.53259  0.10
H25 -5.08111 2.96808 -2.34314  0.09
H26 -5.04328 3.12805 0.11127  0.10
H27 -3.22153 2.07880 1.43498  0.10
N1 -4.72062 -4.50879 0.65039  0.08
C25 -3.71710 -3.99069 0.91921  -0.44
N2 -2.53068 -3.50048 1.22475  0.07
C26 -2.35464 -2.22060 1.18173  -0.35
N3 -2.13329 -1.07964 1.09101  0.05

Computed properties:
- Spin multiplicity: 2
- Orbital gap (alpha / beta): 6.76 / 6.76 eV
- Total charge: -1


(4)
ORCA calculation (wB97M-V/def2-TZVPD) on one molecule with the formula C26H27N3O4S.

Last column: Löwdin charge in e.
Atoms and positions in Å:
C1 3.24114 -1.81477 -2.49263  -0.09
C2 1.79381 -1.80890 -2.97043  -0.25
C3 1.21379 -0.39557 -2.97726  -0.17
C4 -0.25283 -0.35727 -3.39982  -0.15
O1 -1.07008 -1.05968 -2.45476  -0.03
C5 -1.56312 -2.24283 -2.81457  -0.57
O2 -1.42840 -2.75385 -3.89268  0.12
C6 -2.31492 -2.88782 -1.66769  -0.31
S1 -1.15197 -3.25429 -0.30874  1.02
C7 -0.86903 -1.62435 0.33933  -0.49
C8 -1.82846 -0.83207 0.86134  -0.18
C9 -3.16163 -1.23901 0.97216  -0.23
N1 -4.26626 -1.54558 1.06256  0.19
C10 -1.50878 0.59965 1.25912  -0.15
C11 -1.97387 1.49422 0.12980  -0.14
C12 -3.28925 1.94147 0.07514  0.00
C13 -3.70307 2.68548 -1.01608  -0.05
C14 -2.78600 2.94451 -2.02339  -0.15
N2 -1.53120 2.52983 -1.98088  0.07
C15 -1.14120 1.83207 -0.92888  -0.09
C16 -0.02814 0.74597 1.53721  -0.03
C17 0.30738 1.87890 2.40681  -0.43
O3 -0.49561 2.72759 2.72357  0.12
O4 1.57884 1.86242 2.84256  -0.02
C18 1.97333 2.92334 3.71036  -0.21
C19 1.59551 2.63294 5.15576  -0.06
C20 0.87169 -0.11173 1.00271  -0.14
C21 2.33721 0.04110 1.01505  -0.18
C22 2.92953 1.17077 0.45728  -0.03
C23 4.30622 1.27572 0.40285  -0.06
C24 5.10363 0.25770 0.90106  -0.08
C25 4.51989 -0.87059 1.45114  -0.07
C26 3.14188 -0.98508 1.49945  -0.03
N3 0.43968 -1.23159 0.32751  0.10
H1 3.86371 -1.22941 -3.16506  0.08
H2 3.62926 -2.82994 -2.46436  0.07
H3 3.32750 -1.38405 -1.49585  0.05
H4 1.19306 -2.45331 -2.32319  0.09
H5 1.73847 -2.22673 -3.97746  0.12
H6 1.77587 0.22843 -3.67358  0.13
H7 1.31097 0.04372 -1.98259  0.09
H8 -0.38455 -0.81845 -4.38310  0.13
H9 -0.62276 0.67093 -3.41150  0.11
H10 -2.72045 -3.84648 -1.98582  0.09
H11 -3.10534 -2.24497 -1.28423  0.07
H12 -2.07413 0.86873 2.15931  0.16
H13 -3.97734 1.70436 0.87416  0.12
H14 -4.71572 3.05081 -1.08604  0.10
H15 -3.06165 3.50823 -2.90494  0.10
H16 -0.10299 1.52844 -0.93497  0.11
H17 1.49840 3.85170 3.37597  0.12
H18 3.05702 2.99277 3.59129  0.12
H19 2.02466 1.68536 5.47267  0.08
H20 0.51381 2.58232 5.25163  0.08
H21 1.96895 3.42615 5.79692  0.08
H22 2.30640 1.96185 0.06708  0.12
H23 4.75939 2.15337 -0.03301  0.11
H24 6.17892 0.34370 0.85897  0.10
H25 5.13769 -1.66597 1.84025  0.11
H26 2.68657 -1.86274 1.93632  0.12
H27 1.12404 -1.85563 -0.07513  0.12

Computed properties:
- Orbital gap: 8.25 eV
- SMILES: CCCCOC(=O)CSC1=C(C#N)[C@H](c2cccnc2)C(C(=O)OCC)=C(c2ccccc2)N1


Electronic energy
In order: -41501.1787 -52462.4160 -98587.9426 -50896.4229
Unit: eV
Largest force on an atom
In order: 4.64 1.33 1.81 1.27
Unit: eV Å⁻¹